This record from OMol25 describes a molecular structure, C28H36Cl3N4O2ReSb2. The level of theory is ωB97M-V/def2-TZVPD.

## Properties
**⟨S²⟩**: 0.778
**Charge**: +3
**Relative energy (zero: lowest compared OMol25 entry of this formula, charge and spin)**: 311.35 kJ/mol
**E_LUMO (alpha / beta)**: -11.451 / -11.326 eV
**Spin multiplicity**: 2

Last column: Löwdin charge in e.
Atoms and positions in Å:
Re -0.669 1.380 1.155  1.026
C 0.568 -5.722 -1.299  -0.306
Sb -1.048 -4.331 -1.344  1.464
C -1.392 -4.454 -3.434  -0.323
C 0.043 -2.252 -1.382  -0.234
C 1.377 -2.662 -1.110  -0.294
C 2.270 -2.947 -2.180  -0.030
C 3.530 -3.399 -1.936  -0.003
C 3.975 -3.596 -0.602  0.003
C 3.149 -3.313 0.455  -0.038
C 1.835 -2.854 0.244  -0.278
C 0.972 -2.566 1.366  -0.172
Sb 1.245 -0.335 1.921  1.364
C 3.294 -0.105 1.469  -0.263
C 1.372 -0.609 4.029  -0.289
H 0.112 -6.711 -1.356  0.026
H 1.134 -5.655 -0.372  0.012
H 1.221 -5.583 -2.158  0.021
H -0.466 -4.261 -3.976  0.019
H -2.164 -3.752 -3.742  0.013
H -1.720 -5.468 -3.665  0.027
H -0.500 -1.694 -0.624  0.009
H -0.147 -1.925 -2.402  0.084
H 1.930 -2.790 -3.196  0.133
H 4.205 -3.607 -2.756  0.133
H 4.971 -3.981 -0.428  0.131
H 3.490 -3.479 1.470  0.133
H 1.287 -2.999 2.313  0.093
H -0.103 -2.624 1.218  0.024
H 3.592 0.908 1.743  0.030
H 3.457 -0.268 0.408  0.012
H 3.872 -0.811 2.062  0.030
H 2.283 -1.155 4.270  0.028
H 0.519 -1.170 4.407  0.006
H 1.412 0.361 4.525  0.023
Cl -3.632 4.844 -4.239  0.779
C -3.118 4.287 -2.702  -0.651
C -2.543 3.029 -2.590  -0.094
C -2.159 2.637 -1.326  -0.464
Cl -1.418 1.039 -1.059  0.833
C -2.303 3.397 -0.177  -0.447
O -1.919 2.925 1.033  -0.342
C -2.873 4.663 -0.336  -0.581
Cl -3.031 5.670 1.050  0.789
C -3.280 5.102 -1.583  -0.080
H -2.419 2.393 -3.456  0.124
H -3.723 6.082 -1.689  0.128
C 2.609 5.562 -0.660  0.024
N 2.093 4.201 -0.533  -0.065
C 2.622 3.047 -1.238  0.009
C 1.729 1.934 -0.735  -0.504
O 1.767 0.769 -1.048  0.009
N 0.827 2.483 0.174  -0.075
C 1.088 3.833 0.245  -0.361
N 0.428 4.668 1.031  0.256
H 3.305 5.587 -1.494  0.109
H 3.138 5.868 0.243  0.111
H 1.800 6.259 -0.878  0.106
H 3.665 2.848 -0.986  0.158
H 2.537 3.155 -2.321  0.159
H -0.439 4.385 1.468  0.078
H 0.663 5.648 1.045  0.133
N -1.927 0.940 2.862  -0.034
C -2.670 -0.178 2.288  -0.340
C -3.711 0.101 1.411  -0.044
C -4.406 -0.953 0.837  -0.033
C -4.061 -2.264 1.139  -0.044
C -3.022 -2.528 2.026  -0.061
C -2.317 -1.485 2.604  -0.051
H -1.480 0.687 3.740  0.118
H -2.548 1.728 3.049  0.128
H -3.996 1.128 1.207  0.124
H -5.237 -0.748 0.174  0.127
H -4.624 -3.082 0.710  0.123
H -2.784 -3.549 2.293  0.122
H -1.539 -1.685 3.332  0.107

***

This record from OMol25 describes a molecular structure, C28H36Cl5N4O5P2S3W. The level of theory is ωB97M-V/def2-TZVPD.

## Properties
**⟨S²⟩**: 3.772
**Charge**: 0
**Relative energy (zero: lowest compared OMol25 entry of this formula, charge and spin)**: 48.75 kJ/mol
**E_LUMO (alpha / beta)**: 0.089 / -0.290 eV
**Spin multiplicity**: 4

Last column: Löwdin charge in e.
Atoms and positions in Å:
W -0.257 -1.502 -0.122  0.907
O 1.235 -2.218 -2.628  -0.270
N 0.668 -1.690 -3.682  -0.228
C 0.838 -2.302 -4.880  -0.038
C 0.280 -1.810 -6.030  -0.061
C -0.487 -0.648 -5.955  -0.076
C -0.656 -0.039 -4.735  -0.096
C -0.075 -0.549 -3.564  -0.618
S -0.253 0.242 -2.043  0.680
H 1.454 -3.187 -4.824  0.136
H 0.447 -2.331 -6.961  0.107
H -0.945 -0.231 -6.841  0.107
H -1.246 0.860 -4.636  0.104
Cl -1.613 -1.185 3.088  0.751
C -0.313 -2.344 2.975  -0.650
C 0.168 -2.705 1.716  -0.398
C 1.088 -3.757 1.758  -0.714
Cl 1.682 -4.439 0.263  0.673
C 1.557 -4.348 2.929  -0.700
Cl 2.696 -5.643 2.894  0.678
C 1.091 -3.894 4.160  -0.711
Cl 1.658 -4.591 5.625  0.684
C 0.130 -2.888 4.181  -0.705
Cl -0.496 -2.353 5.696  0.677
C -4.000 -0.767 1.089  -0.279
P -2.815 -1.145 -0.243  0.772
C -3.420 -0.034 -1.557  -0.276
C -3.572 -2.721 -0.838  -0.408
C -2.676 -3.378 -1.880  -0.403
P -1.038 -3.693 -1.109  0.731
C -1.504 -4.978 0.110  -0.258
C -0.243 -4.681 -2.419  -0.264
H -3.848 0.248 1.443  0.037
H -3.901 -1.465 1.917  0.002
H -5.000 -0.866 0.660  0.050
H -4.511 -0.090 -1.567  0.050
H -3.028 -0.337 -2.526  0.017
H -3.094 0.982 -1.354  0.027
H -4.571 -2.510 -1.226  0.087
H -3.698 -3.382 0.022  0.073
H -2.524 -2.719 -2.740  0.075
H -3.093 -4.317 -2.253  0.089
H -0.625 -5.556 0.391  0.018
H -2.243 -5.645 -0.337  0.054
H -1.913 -4.528 1.014  0.043
H -0.709 -5.668 -2.448  0.055
H 0.825 -4.773 -2.252  0.009
H -0.401 -4.187 -3.378  0.028
C 1.434 7.003 -0.941  -0.048
C 1.674 6.235 0.327  -0.270
C 2.647 5.247 0.395  -0.041
C 2.847 4.512 1.556  -0.060
C 2.070 4.779 2.669  -0.290
C 1.114 5.788 2.634  -0.055
C 0.916 6.501 1.468  -0.031
S 2.264 3.814 4.143  0.616
O 2.134 4.702 5.260  -0.289
O 3.430 3.008 3.939  -0.281
N 0.974 2.826 4.235  -0.131
C 0.675 1.829 3.206  -0.204
C -0.398 2.304 2.231  -0.080
C -0.838 1.261 1.214  -0.687
O -1.938 1.344 0.676  -0.047
O 0.039 0.352 0.975  -0.325
H 2.271 6.901 -1.630  0.075
H 1.287 8.063 -0.737  0.081
H 0.537 6.639 -1.446  0.086
H 3.279 5.065 -0.467  0.111
H 3.615 3.753 1.616  0.111
H 0.537 6.011 3.521  0.118
H 0.170 7.285 1.440  0.117
H 0.190 3.272 4.688  0.116
H 0.359 0.913 3.704  0.105
H 1.606 1.582 2.697  0.109
H -0.026 3.161 1.660  0.118
H -1.289 2.649 2.758  0.126
N 2.641 1.324 -0.385  0.128
C 2.704 0.063 -0.821  -0.900
N 3.046 -0.186 -2.080  0.112
S 2.405 -1.219 0.271  0.677
H 2.582 2.090 -1.036  0.109
H 2.190 1.446 0.510  0.070
H 3.025 0.563 -2.755  0.113
H 2.777 -1.119 -2.399  0.069